No. 1
The following is a quantum chemistry calculation of C44H62N7O2RuS2Sb as an isolated structure, from the OMol25 dataset.

Element x y z (Å)
H (-7.40, 2.15, -6.59)
H (-3.26, 2.60, 1.70)
H (1.21, -4.64, -1.30)
C (1.92, -0.96, -1.95)
H (-0.90, -5.63, -0.35)
H (0.44, -3.57, 5.11)
C (1.34, -4.08, -0.37)
H (2.60, 1.94, 7.47)
C (-0.10, 0.09, -1.69)
C (-2.03, -3.44, 3.57)
H (-4.44, 0.19, -9.05)
H (3.32, -3.70, 1.89)
H (6.49, 2.30, 2.57)
H (-4.49, 1.81, -3.05)
C (1.95, 2.04, 5.42)
C (3.18, 4.05, -2.28)
H (5.66, 0.28, -0.57)
H (4.01, 5.72, -1.12)
H (-1.97, -3.06, -0.46)
H (-7.99, 2.85, -8.77)
N (5.59, 0.93, 0.19)
H (1.17, 3.82, 4.48)
H (-2.90, -3.23, 4.20)
C (1.41, -3.23, 4.75)
C (2.06, 0.19, 3.88)
C (-2.26, 1.27, -1.24)
H (2.76, 3.54, 6.72)
H (-0.90, -3.63, -1.73)
H (3.69, -4.10, 3.56)
C (-2.56, 1.05, -2.62)
H (0.87, 2.76, 2.29)
H (2.35, 5.94, -1.63)
C (-4.73, 0.57, -8.08)
C (1.63, -3.58, 3.28)
C (-0.04, -3.78, 0.24)
H (1.88, 2.27, -2.53)
H (2.70, 0.08, 5.91)
C (-5.59, 1.60, -5.63)
H (3.88, 1.33, 2.84)
C (-1.02, 0.77, -0.79)
H (3.38, 4.05, 0.55)
C (-6.01, 1.18, -7.95)
H (2.34, -0.82, 3.65)
H (4.01, 3.39, -2.02)
C (1.69, -1.17, -3.31)
H (3.35, 4.41, -3.30)
H (6.37, 1.56, 0.36)
H (-4.04, 2.34, -0.64)
N (-0.63, 0.90, 0.50)
H (1.90, -3.17, -0.60)
C (-3.90, 0.49, -7.01)
C (-0.93, -3.07, -0.78)
C (-6.43, 1.69, -6.70)
H (1.05, 3.84, -2.67)
O (-6.72, 1.21, -9.03)
H (-1.69, -4.96, 1.06)
C (-2.59, -1.62, 1.99)
H (-2.93, 0.03, -7.09)
H (-2.31, -0.67, 1.54)
H (5.48, 3.36, 1.55)
N (1.54, 0.90, 2.87)
C (-2.66, 2.09, 0.97)
H (5.15, 3.19, 3.27)
C (3.11, -3.43, 2.92)
S (3.60, -0.64, 0.92)
H (1.49, -2.17, 4.99)
H (-2.35, -4.14, 2.81)
H (2.85, -1.28, -1.49)
H (2.17, -3.75, 5.34)
H (-1.10, 1.61, 2.37)
H (-0.92, -0.14, 3.68)
C (1.86, 3.30, -2.18)
H (-5.93, 2.00, -4.68)
H (-2.79, -2.33, 1.19)
C (5.48, 2.66, 2.39)
O (2.13, 1.96, 0.11)
H (-1.29, -3.93, 4.20)
C (-1.68, 0.41, -3.50)
C (-8.05, 1.80, -9.04)
N (-2.20, 0.33, -4.73)
C (1.28, -5.07, 3.13)
C (2.58, 4.57, 0.02)
H (1.95, -4.69, 0.29)
H (0.28, -0.89, -4.91)
C (-1.35, -1.07, 4.07)
C (3.07, 5.20, -1.28)
C (-0.72, -5.10, 0.59)
H (1.60, -5.48, 2.18)
H (-8.39, 1.69, -10.06)
C (2.14, 2.64, 6.78)
H (1.82, -5.62, 3.91)
H (-0.62, -2.05, -0.99)
C (0.51, -0.74, -3.87)
C (4.63, 0.74, 1.09)
C (-1.53, -2.12, 2.97)
H (-3.53, -1.47, 2.53)
C (-4.31, 1.01, -5.75)
C (1.26, 2.18, 3.12)
C (-1.43, 1.54, 1.34)
H (-8.70, 1.25, -8.37)
C (-3.41, 0.90, -4.65)
N (-3.65, 1.35, -3.37)
C (2.28, 0.72, 5.14)
H (-0.12, -5.76, 1.21)
H (-0.72, -1.43, 4.88)
C (1.44, 2.78, 4.36)
H (0.22, -5.27, 3.27)
Sb (0.37, -2.36, 1.89)
N (4.56, 1.56, 2.14)
Ru (1.30, 0.08, 0.92)
C (-0.40, -0.08, -3.04)
H (2.08, 5.26, 0.70)
H (2.44, -1.68, -3.90)
H (3.50, -2.42, 3.07)
H (1.18, 2.95, 7.19)
C (-3.08, 1.94, -0.33)
S (1.44, 3.21, -0.41)
H (-2.33, -0.83, 4.49)
N (1.06, -0.37, -1.14)

The value obtained for the energy above the lowest of the compared OMol25 structures with the same formula, charge and spin is 0.0 kcal per mole. As for the spin multiplicity: 2. Its LUMO energy (alpha / beta) is -7.2824 / -10.1435 eV. The net charge is +3. The value obtained for the orbital gap (alpha / beta) is 6.9 / 4.0 eV. The calculation puts the highest occupied orbital energy (alpha / beta) at -14.18 / -14.18 eV. The value obtained for the energy is -3378.4053 hartree.

No. 2
The following is a quantum chemistry calculation of C44H63AsN3O10STi as an isolated structure in a non-equilibrium geometry, from the OMol25 dataset.

Element x y z (Å)
H (0.51, 2.23, -2.12)
H (7.67, -1.62, 0.62)
H (-1.24, -5.04, -0.95)
H (1.42, 0.81, -1.62)
H (-0.74, -3.30, -2.14)
C (5.03, -0.60, 0.26)
H (-3.42, -1.94, 5.19)
C (5.03, -1.88, -0.30)
H (-3.29, -4.70, 2.77)
H (-1.79, 0.51, -4.25)
H (-3.93, -8.09, 1.26)
H (5.97, -0.10, 0.40)
C (-2.23, -5.08, 0.97)
H (1.30, -2.64, -2.97)
H (3.72, -3.48, -0.89)
C (-3.45, -2.12, 3.03)
C (-2.92, -2.54, 4.41)
C (-3.83, -7.01, 1.14)
C (0.35, -0.80, -3.52)
N (-0.18, 0.29, 2.93)
O (0.50, -1.92, 3.00)
C (-0.86, -2.48, -1.41)
H (2.30, 2.27, 0.11)
H (-0.64, -6.73, 2.44)
Ti (-0.38, 0.44, 0.81)
H (3.30, 2.53, 3.04)
C (-4.92, -2.53, 2.89)
C (-3.42, -0.60, 2.95)
H (-0.06, -1.25, 5.60)
C (1.10, -1.65, -2.50)
H (-3.11, -3.59, 4.63)
C (-0.96, 1.15, -3.94)
C (-3.71, 2.51, 0.79)
H (-0.39, 1.44, -4.84)
C (5.42, 1.90, 1.53)
C (3.87, 0.07, 0.67)
H (1.21, 1.47, 5.37)
C (0.31, 0.88, 5.20)
H (2.18, 1.27, 2.48)
H (-5.52, -2.05, 3.68)
O (-3.63, 2.27, -1.78)
C (6.23, -2.75, -2.31)
O (-1.56, -1.00, 0.84)
C (6.30, -2.57, -0.79)
C (-2.35, -6.60, 1.11)
H (-2.14, -7.11, -1.00)
O (0.12, 2.28, 0.91)
H (-5.06, -3.61, 2.97)
O (-0.86, 4.39, -0.71)
H (-4.32, -6.72, 0.21)
H (-4.36, -6.52, 1.96)
C (-0.27, 1.29, 3.85)
As (-0.93, 3.60, 0.70)
H (-5.70, 1.75, 0.84)
H (-3.78, -0.26, 1.99)
H (1.46, -3.59, -0.63)
H (-1.54, -1.74, -1.84)
H (0.77, -2.60, 0.68)
O (-4.08, 0.26, -0.47)
C (-2.65, -2.86, 1.93)
H (1.63, -0.90, 5.23)
H (-0.40, 1.11, 5.98)
C (-2.77, 3.37, 1.35)
H (3.67, 0.81, 3.32)
H (6.16, -1.77, -2.80)
C (-1.62, -4.46, -0.12)
H (-0.50, -1.36, -3.93)
H (-4.07, -0.20, 3.73)
C (-4.46, 4.14, 2.89)
C (2.62, -1.87, -0.08)
O (-0.30, 4.66, 1.98)
H (3.40, 3.50, 0.72)
H (3.89, 2.48, -0.65)
N (-0.14, 0.44, -2.98)
C (1.29, -2.55, -0.28)
C (3.23, 1.52, 2.62)
C (-3.16, 4.19, 2.41)
C (-1.67, -7.34, -0.04)
H (6.47, -3.86, 0.95)
H (-1.85, -2.37, 4.47)
C (3.97, 1.47, 1.27)
H (-2.42, -0.20, 3.09)
C (-1.68, -7.04, 2.42)
H (-0.61, -7.08, -0.11)
H (1.69, 1.49, -3.24)
C (0.60, -0.60, 5.02)
O (1.48, -0.04, 0.82)
O (-0.74, 2.41, 3.67)
H (2.08, -1.19, -2.32)
S (-3.32, 1.48, -0.61)
H (6.00, 1.98, 0.61)
H (8.44, -2.32, -0.81)
H (7.56, -0.80, -0.94)
H (-2.44, 4.86, 2.85)
C (6.43, -3.96, -0.14)
H (-1.37, 2.04, -3.48)
H (5.93, 1.22, 2.21)
C (2.62, -0.57, 0.48)
C (3.79, -2.49, -0.45)
H (-2.18, -6.60, 3.29)
N (0.44, -1.82, -1.22)
C (-5.39, 3.27, 2.33)
H (-6.40, 3.22, 2.72)
H (5.35, -3.32, -2.60)
H (1.06, -0.63, -4.36)
H (7.34, -4.46, -0.48)
H (-5.31, -2.20, 1.92)
C (7.56, -1.78, -0.46)
C (-1.89, -2.27, 0.89)
C (-2.75, -4.25, 1.94)
H (-0.18, 4.07, 2.74)
H (-1.73, -8.13, 2.53)
C (-5.01, 2.46, 1.28)
H (-1.74, -8.42, 0.13)
H (5.40, 2.89, 1.99)
C (3.35, 2.49, 0.30)
H (7.12, -3.26, -2.69)
C (0.32, -0.85, 3.53)
H (5.58, -4.59, -0.38)
H (-4.75, 4.78, 3.72)
C (0.92, 1.28, -2.47)
O (-1.86, 1.30, -0.41)
C (-1.47, -3.09, -0.17)

The value obtained for the energy above the lowest of the compared OMol25 structures with the same formula, charge and spin is 3.4 kcal per mole. As for the spin multiplicity: 2. Its LUMO energy (alpha / beta) is 3.9519 / 3.9516 eV. The net charge is -2. The value obtained for the orbital gap (alpha / beta) is 5.5 / 6.8 eV. The calculation puts the highest occupied orbital energy (alpha / beta) at -1.54 / -2.80 eV. The value obtained for the energy is -6114.8816 hartree.

> The highest net charge belongs to which entry?

C44H62N7O2RuS2Sb

> Look up the spin multiplicity of the first one.

2